Record 1
Entry from the Open Molecules 2025 dataset: a structure of composition C13H10CrN2O4 at a distorted geometry (ωB97M-V/def2-TZVPD).

Computed properties:
2S+1 ... 5
Charge ... +2
Max |F| ... 10.65 eV/Å
Relative energy (zero: lowest compared OMol25 entry of this formula, charge and spin) ... 0.0 kJ/mol

```
30
Properties=species:S:1:pos:R:3:lowdin_charge:R:1
Cr -1.59082 -0.22341 0.72285 0.47
C -1.07523 0.54692 2.34027 -0.02
O -0.55064 1.17136 3.18976 0.24
C -3.31251 -0.92428 1.09048 -0.03
O -4.39653 -1.36185 1.05933 0.25
C -0.73066 -1.84807 0.38412 -0.04
O -0.11187 -2.77922 0.03925 0.24
C -2.38843 1.22649 -0.20597 -0.05
O -2.82087 2.19653 -0.69383 0.24
C -2.37898 -1.08859 -2.83854 -0.06
H -2.22008 -0.07307 -3.21530 0.06
H -1.52525 -1.77123 -2.90339 0.07
C -3.54404 -1.46641 -2.30486 -0.06
H -3.69282 -2.47467 -1.90086 0.07
H -4.39011 -0.77444 -2.21831 0.07
N 1.70045 1.55433 -1.15660 0.19
C 0.37827 1.31109 -0.99325 -0.06
N 0.18461 0.51675 0.07051 -0.05
C 1.44621 0.20841 0.63658 -0.21
C 1.81370 -0.38623 1.85056 -0.01
C 3.17163 -0.29018 2.19717 -0.02
C 4.09431 0.44992 1.43093 -0.01
C 3.71205 0.99763 0.19670 0.03
C 2.39000 0.85088 -0.17021 -0.18
H 2.14871 2.21081 -1.80258 0.20
H -0.39228 1.65143 -1.67868 0.14
H 1.06874 -0.84870 2.50757 0.11
H 3.53248 -0.77676 3.09652 0.13
H 5.13277 0.62239 1.74947 0.14
H 4.34721 1.57216 -0.47968 0.14
```

***

Record 2
Entry from the Open Molecules 2025 dataset: the molecule C2H4Br2O2 at a distorted geometry (ωB97M-V/def2-TZVPD).

Computed properties:
Max |F| ... 2.02 eV/Å
SMILES ... O[C@H](Br)[C@H](O)Br
Relative energy (zero: lowest compared OMol25 entry of this formula, charge and spin) ... 26.9 kJ/mol

```
10
Properties=species:S:1:pos:R:3:lowdin_charge:R:1
C 0.40898 -0.38979 -0.50909 -0.79
C -0.53410 0.75585 -0.02752 -0.76
O 0.25038 -1.59578 0.19393 -0.10
O -0.33179 1.14262 1.31609 -0.12
Br 2.23486 0.26468 -0.26154 0.72
Br -2.45837 0.23350 -0.31497 0.64
H 0.48172 -0.45765 -1.62302 0.09
H -0.39602 1.72040 -0.64330 0.12
H 1.06962 -2.11130 -0.00454 0.10
H -0.72527 0.43747 1.87399 0.10
```

***

Record 3
Entry from the Open Molecules 2025 dataset: a cluster of 2 separate species, C21H23F2O2S in total at a distorted geometry (ωB97M-V/def2-TZVPD).

Computed properties:
Charge ... +1
Max |F| ... 3.04 eV/Å

```
49
Properties=species:S:1:pos:R:3:lowdin_charge:R:1
C -4.18232 -1.57448 2.22087 -0.07
C -2.83499 -1.20137 2.81660 -0.27
O -1.80290 -1.18565 1.85288 -0.03
C -0.60369 -0.79827 2.43111 -0.63
C 0.53487 -0.84441 1.61348 -0.33
S 2.13049 -0.41829 2.28295 1.03
C 2.21253 -1.77706 3.48476 -0.27
C 3.11299 -1.22759 0.99248 -0.28
O -0.51451 -0.44080 3.61105 -0.04
H -4.91696 -1.81884 2.99189 0.08
H -4.58306 -0.75602 1.61977 0.07
H -4.08235 -2.44705 1.57097 0.08
H -2.85066 -0.21039 3.29437 0.12
H -2.53740 -1.91951 3.59362 0.13
H 0.43048 -1.15087 0.59218 0.06
H 1.57621 -1.54717 4.33561 0.05
H 1.86688 -2.70392 3.03313 0.07
H 3.23165 -1.91470 3.83606 0.05
H 3.02162 -0.67317 0.06328 0.06
H 4.16035 -1.24743 1.28279 0.06
H 2.77005 -2.24663 0.83368 0.07
F -3.54808 5.18880 5.53005 0.09
C -2.89472 4.73082 4.43418 -0.22
C -3.60422 4.36236 3.30325 0.05
C -2.93741 3.91723 2.17992 -0.03
C -1.56469 3.84414 2.17015 0.01
C -0.81302 4.21834 3.29890 -0.19
C 0.61435 4.18258 3.25744 0.08
C 1.45224 4.50211 4.30662 -0.04
C 2.82649 4.52819 4.20516 0.07
C 3.73214 4.87699 5.25634 -0.19
C 3.28362 5.26358 6.52882 0.07
C 4.16664 5.60394 7.53100 -0.23
F 3.70517 5.98430 8.74780 0.09
C 5.52889 5.57000 7.28222 0.04
C 6.00037 5.19428 6.04126 -0.04
C 5.12307 4.85085 5.03905 0.00
C -1.51961 4.65395 4.43103 0.08
H -4.67650 4.43761 3.31841 0.13
H -3.49920 3.62740 1.30686 0.12
H -1.05188 3.50495 1.28540 0.13
H 1.06436 3.90900 2.32156 0.13
H 1.00733 4.74282 5.25457 0.10
H 3.25391 4.27970 3.25119 0.13
H 2.23523 5.31008 6.75112 0.12
H 6.20532 5.84437 8.07385 0.13
H 7.06387 5.16699 5.86246 0.12
H 5.50090 4.56326 4.07291 0.12
H -0.99911 4.96232 5.31773 0.12
```

***

Record 4
Entry from the Open Molecules 2025 dataset: a structure of composition C17H15BrClIrN2O2S at a distorted geometry (ωB97M-V/def2-TZVPD).

Computed properties:
2S+1 ... 2
Charge ... +1
Max |F| ... 5.21 eV/Å
Relative energy (zero: lowest compared OMol25 entry of this formula, charge and spin) ... 338.9 kJ/mol

```
40
Properties=species:S:1:pos:R:3:lowdin_charge:R:1
Ir -1.01977 -0.06167 0.26224 0.94
C -1.11857 -5.84507 0.27574 -0.03
C -0.50557 -4.48827 0.23434 -0.23
C -0.74417 -3.61517 -0.82726 -0.05
C -0.03557 -2.42617 -0.95066 -0.14
C 0.90853 -2.10587 0.03064 -0.36
C 1.11003 -2.92987 1.13004 -0.06
C 0.39333 -4.10447 1.23724 0.01
S 2.07723 -0.78827 -0.25076 0.64
O 2.53283 -0.80677 -1.60416 -0.24
O 3.01503 -0.69887 0.82044 -0.24
N 1.00103 0.52293 -0.13436 -0.22
C 1.40613 1.78033 -0.15176 -0.28
C 2.74703 2.19833 -0.28756 0.03
C 3.06223 3.54583 -0.33616 -0.03
C 2.07773 4.51583 -0.28806 0.00
C 0.72163 4.15203 -0.13466 -0.14
C -0.32767 5.08853 -0.08856 0.04
C -1.61227 4.64543 0.10864 -0.01
C -1.84577 3.27723 0.27304 -0.09
N -0.88387 2.38003 0.19524 0.05
C 0.37663 2.78273 -0.02306 -0.15
H -1.98137 -5.92877 -0.37786 0.09
H -1.39847 -6.12957 1.28734 0.09
H -0.37427 -6.56797 -0.06276 0.10
H -1.45587 -3.89337 -1.59056 0.12
H -0.10327 -1.83297 -1.85696 0.12
H 1.85243 -2.64847 1.86184 0.12
H 0.55383 -4.74737 2.08974 0.13
H 3.51843 1.44753 -0.33656 0.11
H 4.09833 3.83893 -0.41446 0.12
H 2.32993 5.56363 -0.36066 0.12
H -0.10447 6.13663 -0.21896 0.13
H -2.43847 5.33443 0.14284 0.12
H -2.83897 2.90473 0.46964 0.12
Cl -3.36467 -1.45867 -1.00556 0.57
C -3.15727 0.21243 -0.54026 -0.65
H -3.88377 0.45693 0.23374 0.01
H -3.24567 0.84993 -1.41546 0.02
Br -1.34267 -0.55677 2.60444 0.11
```

***

no.,E (Eh)
1,-1955.622946
2,-5377.097563
3,-1562.062516
4,-4453.180650